(1)
C11H33N9O17Si | ωB97M-V with the def2-TZVPD basis set

XYZ file:
```
71
Properties=species:S:1:pos:R:3:lowdin_charge:R:1
C -0.45 2.43 -2.89 -0.041
C 0.89 1.48 -2.81 -0.392
O 1.06 0.48 -3.68 -0.054
N 1.92 1.68 -1.73 -0.255
C 2.32 3.13 -1.54 -0.176
Si 1.15 1.17 -0.15 0.680
H -1.38 1.73 -2.72 0.085
H -0.44 3.25 -2.04 0.084
H -0.56 3.02 -3.91 0.100
H 3.50 3.14 -1.44 0.104
H 2.04 3.78 -2.47 0.105
H 1.90 3.54 -0.52 0.049
H 2.28 0.66 0.67 -0.072
H 0.47 2.27 0.54 -0.071
H 0.23 0.07 -0.39 -0.068
C -3.01 -2.04 -2.76 0.032
N -2.93 -0.76 -2.00 -0.414
O -3.81 0.08 -2.22 0.048
O -1.99 -0.64 -1.21 0.007
H -3.88 -2.01 -3.42 0.069
H -2.09 -2.14 -3.34 0.115
H -3.10 -2.85 -2.03 0.080
C -5.61 -5.43 -1.05 0.053
N -4.27 -5.47 -1.71 -0.382
O -3.44 -6.27 -1.25 0.050
O -4.09 -4.70 -2.65 0.024
H -5.62 -6.16 -0.24 0.099
H -5.75 -4.42 -0.67 0.108
H -6.35 -5.68 -1.81 0.101
C -0.77 -7.36 -0.07 0.030
N -0.21 -8.71 0.22 -0.427
O 0.76 -9.08 -0.46 0.051
O -0.75 -9.36 1.12 0.044
H -0.20 -6.91 -0.88 0.100
H -1.82 -7.50 -0.36 0.069
H -0.69 -6.77 0.84 0.103
C -1.54 4.85 2.65 0.053
N -0.42 3.96 2.26 -0.413
O -0.18 2.98 2.98 0.050
O 0.21 4.28 1.24 -0.014
H -2.00 4.45 3.57 0.099
H -1.14 5.84 2.83 0.081
H -2.26 4.85 1.83 0.109
C -6.02 -4.58 -6.25 0.044
N -5.44 -3.81 -5.12 -0.408
O -4.32 -3.32 -5.28 0.054
O -6.13 -3.73 -4.09 0.034
H -5.30 -4.57 -7.08 0.098
H -6.19 -5.60 -5.91 0.102
H -6.95 -4.09 -6.54 0.103
C 2.12 7.70 1.39 0.041
N 0.65 7.86 1.51 -0.423
O 0.19 8.04 2.64 0.037
O -0.01 7.81 0.46 0.054
H 2.56 7.77 2.39 0.098
H 2.31 6.72 0.95 0.097
H 2.49 8.50 0.75 0.103
C 3.42 -0.55 3.40 0.035
N 4.14 0.75 3.47 -0.415
O 4.39 1.32 2.40 0.042
O 4.42 1.17 4.60 0.036
H 3.23 -0.79 2.35 0.077
H 4.06 -1.30 3.87 0.102
H 2.48 -0.43 3.94 0.105
C 7.44 2.23 5.34 0.024
N 8.69 2.43 6.14 -0.428
O 8.64 2.17 7.34 0.050
O 9.68 2.84 5.52 0.045
H 6.66 1.87 6.01 0.085
H 7.17 3.20 4.91 0.104
H 7.66 1.50 4.56 0.102
```

Calculated values
structure (SMILES): CC(=O)N(C)[SiH3].C[N+](=O)[O-].C[N+](=O)[O-].C[N+](=O)[O-].C[N+](=O)[O-].C[N+](=O)[O-].C[N+](=O)[O-].C[N+](=O)[O-].C[N+](=O)[O-]
energy: -68012.81854 eV
LUMO: -0.7 eV
orbital gap: 8.692 eV
total charge: 0

=====

(2)
C11H34AgBrN8O5 | ωB97M-V with the def2-TZVPD basis set

XYZ file:
```
60
Properties=species:S:1:pos:R:3:lowdin_charge:R:1
Ag 2.61 5.08 -23.53 0.765
Br 1.71 1.71 -24.94 -0.712
C -3.33 1.78 -22.84 -0.066
C -3.86 0.39 -23.20 -0.389
C -4.61 0.25 -24.56 -0.220
O -5.73 1.08 -24.57 -0.190
C -6.42 0.99 -25.79 -0.121
N -2.65 -0.47 -23.12 0.010
H -2.81 1.76 -21.89 0.065
H -4.22 2.41 -22.75 0.071
H -2.62 2.25 -23.52 0.076
H -4.55 -0.03 -22.47 0.135
H -4.84 -0.81 -24.69 0.120
H -3.97 0.60 -25.38 0.121
H -7.12 1.80 -25.59 0.089
H -6.96 0.05 -25.93 0.092
H -5.88 1.37 -26.65 0.089
H -1.81 -0.24 -23.63 0.061
H -2.75 -1.44 -23.36 0.058
C 7.24 1.83 -28.84 -0.066
C 6.05 1.65 -29.82 -0.405
C 6.60 0.86 -31.04 -0.151
O 7.57 1.76 -31.70 -0.201
C 8.43 1.17 -32.56 -0.171
N 5.00 0.85 -29.12 0.034
H 6.84 2.34 -27.97 0.071
H 7.94 2.46 -29.39 0.070
H 7.73 0.87 -28.68 0.079
H 5.73 2.65 -30.10 0.131
H 5.84 0.43 -31.69 0.119
H 7.07 -0.05 -30.67 0.111
H 7.85 0.85 -33.43 0.084
H 8.83 0.29 -32.06 0.088
H 9.18 1.83 -32.98 0.091
H 4.12 1.22 -29.42 0.058
H 4.82 1.21 -28.20 0.054
C 6.66 2.92 -22.74 -0.814
O 6.17 3.97 -23.11 -0.007
N 7.60 2.86 -21.87 0.170
N 6.13 1.75 -23.01 0.174
H 8.00 3.78 -21.69 0.128
H 7.93 1.98 -21.50 0.120
H 5.32 1.70 -23.61 0.110
H 6.69 0.94 -22.78 0.111
C 1.40 0.02 -19.27 -0.794
O 1.74 -0.19 -18.13 0.019
N 2.20 -0.18 -20.30 0.167
N 0.17 0.37 -19.49 0.161
H 1.90 0.20 -21.19 0.095
H 3.20 -0.18 -20.17 0.114
H -0.18 0.27 -20.43 0.103
H -0.43 0.62 -18.71 0.121
C -0.33 1.17 -29.83 -0.780
O -0.72 0.92 -30.96 0.016
N -0.47 0.34 -28.81 0.161
N 0.18 2.33 -29.49 0.155
H -1.10 -0.44 -28.95 0.116
H -0.17 0.60 -27.88 0.087
H 0.51 2.52 -28.56 0.096
H -0.08 3.12 -30.06 0.118
```

Calculated values
energy: -108156.41201 eV
LUMO: -3.3 eV
orbital gap: 5.518 eV
total charge: 0
ΔE to the lowest compared entry with this formula, charge and spin: 114.54 kcal/mol

=====

(3)
C11H34AgF2N2O12S2 | ωB97M-V with the def2-TZVPD basis set

XYZ file:
```
64
Properties=species:S:1:pos:R:3:lowdin_charge:R:1
N 0.95 0.62 0.04 0.360
H -0.05 0.70 0.13 0.146
H 1.40 0.23 0.85 0.147
H 1.34 1.53 -0.17 0.133
H 1.23 0.13 -0.80 0.145
Ag 3.87 2.03 -3.49 0.315
N 2.92 4.29 -0.63 -0.291
S 2.59 5.67 -0.99 0.318
O 3.67 6.50 -1.55 -0.315
O 1.45 6.28 -0.39 -0.279
F 2.00 5.19 -2.41 -0.258
S 3.72 4.69 0.88 0.578
O 2.90 4.41 2.04 -0.311
O 4.63 5.83 1.01 -0.283
F 4.78 3.50 0.98 -0.215
C 3.67 -2.49 -3.84 -1.095
O 2.71 -2.17 -3.11 -0.108
O 4.10 -3.65 -4.08 0.002
O 4.21 -1.68 -4.58 0.030
C -1.78 -4.65 -3.51 -0.113
C -1.90 -4.40 -2.05 -0.346
O -0.64 -4.55 -1.41 -0.068
H -2.74 -4.49 -4.00 0.071
H -1.58 -5.70 -3.73 0.082
H -1.10 -4.00 -4.06 0.080
H -2.63 -5.17 -1.79 0.106
H -2.39 -3.45 -1.84 0.101
H -0.05 -4.06 -1.98 0.076
C -3.55 2.79 2.80 -0.074
C -3.43 3.14 1.25 -0.304
O -3.18 1.92 0.64 -0.109
H -3.95 3.64 3.34 0.061
H -2.62 2.50 3.29 0.068
H -4.30 2.00 2.91 0.061
H -2.55 3.76 1.08 0.114
H -4.35 3.53 0.82 0.108
H -3.96 1.37 0.79 0.080
C -2.47 2.41 -5.54 -0.091
C -2.04 1.04 -5.13 -0.302
O -0.57 0.92 -5.07 -0.119
H -3.56 2.46 -5.58 0.074
H -1.97 2.66 -6.48 0.079
H -2.11 3.17 -4.84 0.075
H -2.33 0.26 -5.83 0.104
H -2.29 0.74 -4.11 0.100
H -0.35 0.06 -4.71 0.067
C -3.11 -2.35 5.54 -0.080
C -2.07 -2.79 4.44 -0.277
O -2.84 -3.44 3.38 -0.095
H -2.54 -2.29 6.47 0.064
H -3.83 -3.14 5.73 0.065
H -3.77 -1.52 5.28 0.063
H -1.36 -3.44 4.94 0.093
H -1.38 -2.05 4.03 0.098
H -2.25 -3.50 2.63 0.069
C 3.94 -1.04 4.35 -0.114
C 4.22 -2.01 3.24 -0.337
O 3.05 -2.22 2.46 -0.074
H 3.38 -0.22 3.91 0.069
H 4.88 -0.66 4.75 0.080
H 3.29 -1.39 5.15 0.070
H 4.68 -2.88 3.70 0.115
H 4.99 -1.41 2.75 0.109
H 3.02 -3.10 2.08 0.086
```

Calculated values
energy: -70604.46236 eV
LUMO: 0.3 eV
orbital gap: 3.272 eV
total charge: -1

=====

(4)
C11H34KN10O10 | ωB97M-V with the def2-TZVPD basis set

XYZ file:
```
66
Properties=species:S:1:pos:R:3:lowdin_charge:R:1
K 1.63 0.21 2.73 0.894
C -0.17 -0.04 0.20 -0.868
O -1.20 -0.81 0.28 -0.134
O 1.03 -0.43 0.01 -0.177
O -0.37 1.19 0.59 -0.152
C -1.97 -0.28 5.48 -0.075
C -2.22 -0.19 3.99 -0.325
O -1.06 -0.70 3.35 -0.143
H -1.73 -1.33 5.66 0.075
H -2.84 -0.14 6.12 0.074
H -1.10 0.34 5.70 0.072
H -2.46 0.81 3.62 0.092
H -3.10 -0.76 3.66 0.100
H -1.17 -0.66 2.38 0.043
C -4.52 0.16 0.69 -0.686
O -5.70 0.42 0.79 0.007
N -3.96 -1.01 1.12 0.149
N -3.57 0.94 0.05 0.152
H -4.51 -1.76 1.48 0.099
H -3.01 -1.17 0.83 0.053
H -3.77 1.92 0.17 0.092
H -2.58 0.70 0.09 0.050
C -0.56 3.56 3.09 -0.675
O -0.49 4.54 3.81 0.018
N -1.75 3.04 2.65 0.158
N 0.52 2.89 2.56 0.098
H -1.79 2.48 1.81 0.070
H -2.59 3.38 3.07 0.105
H 1.48 3.10 2.74 0.092
H 0.17 2.27 1.82 0.008
C 4.07 -2.06 0.04 -0.699
O 5.14 -2.62 0.25 0.005
N 2.94 -2.75 -0.27 0.163
N 3.90 -0.70 0.02 0.155
H 2.07 -2.22 -0.29 0.055
H 2.83 -3.62 0.22 0.097
H 2.94 -0.45 -0.17 0.039
H 4.67 -0.12 0.29 0.097
C 0.03 -3.95 -1.34 -0.694
O 0.55 -4.82 -2.00 0.012
N -0.51 -2.77 -1.77 0.180
N -0.13 -4.04 0.02 0.141
H -0.91 -2.19 -1.04 0.054
H -0.25 -2.35 -2.64 0.062
H -0.57 -3.30 0.53 0.075
H 0.40 -4.74 0.51 0.091
C 1.55 3.73 -1.49 -0.694
O 2.05 4.53 -2.27 -0.009
N 1.90 2.41 -1.49 0.173
N 0.58 4.08 -0.61 0.166
H 2.43 2.22 -2.33 0.091
H 1.50 1.70 -0.91 0.057
H 0.13 4.97 -0.58 0.101
H 0.31 3.44 0.11 0.048
C 0.19 -0.46 -5.24 -0.056
C 1.15 -0.86 -4.12 -0.484
C 2.61 -0.62 -4.55 -0.045
O 0.87 -0.05 -2.99 -0.063
H 0.50 -0.86 -6.19 0.073
H 0.15 0.63 -5.27 0.085
H -0.81 -0.79 -4.94 0.076
H 0.98 -1.93 -3.96 0.116
H 2.73 -0.39 -5.61 0.067
H 3.29 -1.43 -4.29 0.074
H 3.02 0.23 -4.01 0.068
H 1.08 -0.51 -2.16 0.056
```

Calculated values
energy: -63669.72262 eV
LUMO: 1.0 eV
orbital gap: 7.594 eV
total charge: -1